Record 1
Entry from OMol25: a structure of composition C3H5NO (wB97M-V/def2-TZVPD).

Calculated values
E_tot = -247.1642 Ha
Net charge = 0
LUMO level = 0.76 eV
Energy relative to the best compared isomer or geometry (same formula, charge and spin) = 375.5 kJ/mol
HOMO energy = -0.3097 Ha
Largest force on an atom = 0.0662 hartree/bohr

Geometry as XYZ:
```
10
Properties=species:S:1:pos:R:3:forces:R:3:lowdin_charge:R:1
O -0.924 0.877 1.813 0.19 -0.21 -0.10 0.094
C -0.360 0.388 0.881 -0.39 0.46 0.46 -0.393
C -0.452 -0.981 0.146 0.11 0.01 0.12 -0.102
N 0.610 -0.465 -0.707 0.03 0.03 -0.71 -0.066
C 0.624 0.846 -0.164 -2.47 1.93 -1.32 -0.142
H -0.239 -1.870 0.758 0.13 0.29 -0.15 0.117
H -1.414 -1.132 -0.376 0.23 0.20 0.23 0.118
H 1.254 -0.970 -1.286 0.06 0.26 0.12 0.116
H 1.005 1.818 -0.485 2.73 -0.58 1.04 0.081
H -0.190 1.773 -0.738 -0.62 -2.39 0.31 0.177
```
Forces are in eV/Å.

***

Record 2
Entry from OMol25: an isolated molecule of C3H5NO (wB97M-V/def2-TZVPD).

Calculated values
E_tot = -247.1809 Ha
Net charge = 0
LUMO level = -0.85 eV
Energy relative to the best compared isomer or geometry (same formula, charge and spin) = 331.8 kJ/mol
HOMO energy = -0.3407 Ha
Largest force on an atom = 0.0089 hartree/bohr

Geometry as XYZ:
```
10
Properties=species:S:1:pos:R:3:forces:R:3:lowdin_charge:R:1
O 1.980 0.172 0.334 -0.42 -0.04 -0.18 0.064
C 0.867 -0.032 -0.096 0.23 -0.05 -0.09 -0.561
C -0.342 0.835 0.376 -0.08 0.00 0.17 -0.234
C -1.491 -0.076 0.526 0.16 0.18 0.17 0.147
N 0.538 -0.968 -1.018 0.10 -0.04 0.08 0.151
H 0.008 1.441 1.218 -0.08 -0.14 -0.09 0.106
H -0.545 1.490 -0.488 0.04 -0.13 0.06 0.132
H -1.822 -0.048 1.583 -0.05 0.08 -0.15 0.009
H -0.443 -1.186 -1.143 0.16 0.04 0.04 0.072
H 1.250 -1.628 -1.292 -0.07 0.10 -0.01 0.115
```
Forces are in eV/Å.

***

Record 3
Entry from OMol25: a structure of composition C3H5NO (wB97M-V/def2-TZVPD).

Calculated values
E_tot = -247.1861 Ha
Net charge = 0
LUMO level = 0.16 eV
Energy relative to the best compared isomer or geometry (same formula, charge and spin) = 318.0 kJ/mol
HOMO energy = -0.3537 Ha
Largest force on an atom = 0.1115 hartree/bohr

Geometry as XYZ:
```
10
Properties=species:S:1:pos:R:3:forces:R:3:lowdin_charge:R:1
C -0.089 0.948 0.342 2.73 1.90 -0.45 -0.311
C 0.560 -1.416 -0.614 -0.27 2.77 -5.02 -0.292
C -0.439 -0.297 -0.231 -1.00 -1.75 0.07 -0.100
N -0.717 2.032 0.440 -1.94 -0.19 0.52 0.095
O 1.699 -1.223 -0.997 -0.66 -0.85 1.54 0.056
H 0.959 0.908 0.564 0.97 0.13 1.02 0.115
H -0.066 -0.974 0.567 -1.30 0.01 2.86 0.118
H -0.083 -2.265 -0.825 0.53 -1.14 0.47 0.129
H -1.525 -0.426 -0.323 0.44 -0.77 -0.34 0.138
H -0.300 2.712 1.076 0.50 -0.12 -0.66 0.053
```
Forces are in eV/Å.

***

Record 4
Entry from OMol25: an isolated molecule of C3H5NO2 (wB97M-V/def2-TZVPD).

Calculated values
E_tot = -322.5341 Ha
Net charge = 0
LUMO level = 0.70 eV
Energy relative to the best compared isomer or geometry (same formula, charge and spin) = 105.8 kJ/mol
HOMO energy = -0.3536 Ha
Largest force on an atom = 0.0126 hartree/bohr

Geometry as XYZ:
```
11
Properties=species:S:1:pos:R:3:forces:R:3:lowdin_charge:R:1
C -0.101 0.846 0.351 0.23 0.11 0.02 -0.151
C 1.054 -0.118 0.150 0.00 -0.26 -0.01 -0.526
C -1.743 -0.730 -0.319 0.02 -0.46 -0.20 -0.042
O 2.131 0.526 -0.319 0.39 0.47 -0.21 0.103
N -1.445 0.375 0.186 -0.33 0.39 0.22 -0.021
O 1.059 -1.296 0.384 -0.11 -0.09 0.06 0.100
H 2.880 -0.085 -0.417 -0.29 -0.11 0.14 0.132
H 0.038 1.702 -0.316 0.03 -0.07 0.16 0.128
H -0.031 1.229 1.377 0.16 0.01 -0.16 0.135
H -1.045 -1.487 -0.678 0.14 0.07 0.05 0.076
H -2.796 -0.962 -0.399 -0.23 -0.07 -0.07 0.067
```
Forces are in eV/Å.

***

Record 5
Entry from OMol25: an isolated molecule of C3H5NO2 (wB97M-V/def2-TZVPD).

Calculated values
E_tot = -322.3789 Ha
Net charge = 0
LUMO level = 0.62 eV
Energy relative to the best compared isomer or geometry (same formula, charge and spin) = 513.0 kJ/mol
HOMO energy = -0.3402 Ha
Largest force on an atom = 0.1037 hartree/bohr

Geometry as XYZ:
```
11
Properties=species:S:1:pos:R:3:forces:R:3:lowdin_charge:R:1
C -0.356 -0.112 0.312 -1.02 -2.39 -3.21 -0.330
N 0.748 1.693 -0.708 -0.22 -0.53 0.19 0.084
C -0.215 -1.257 1.219 -0.16 3.03 4.38 -0.298
C -0.493 -0.877 -0.817 -0.29 2.68 -1.30 0.102
O 0.247 1.067 0.513 0.35 0.02 -0.04 -0.084
O -0.909 -2.164 1.608 0.23 -0.24 -0.98 0.039
H 1.655 2.059 -0.426 -0.20 -0.05 0.12 0.092
H 0.127 2.487 -0.871 0.10 -0.16 0.25 0.095
H 0.595 -0.774 1.861 0.65 -1.71 -0.06 0.147
H -1.328 -1.549 -0.927 0.40 -0.85 0.82 0.089
H -0.073 -0.573 -1.765 0.16 0.21 -0.18 0.064
```
Forces are in eV/Å.

***

Record 6
Entry from OMol25: an isolated molecule of C3H5NO2 (wB97M-V/def2-TZVPD).

Calculated values
E_tot = -322.4102 Ha
Net charge = 0
LUMO level = 0.79 eV
Energy relative to the best compared isomer or geometry (same formula, charge and spin) = 431.0 kJ/mol
HOMO energy = -0.3558 Ha
Largest force on an atom = 0.0134 hartree/bohr

Geometry as XYZ:
```
11
Properties=species:S:1:pos:R:3:forces:R:3:lowdin_charge:R:1
O 1.832 -0.263 1.000 0.31 -0.02 -0.02 -0.060
C 0.900 -0.818 0.096 -0.21 -0.26 -0.21 -0.264
C -0.459 -0.527 0.675 -0.14 -0.03 -0.06 -0.049
O -1.298 1.809 -0.746 -0.14 0.64 -0.23 -0.077
C -1.427 -0.179 -0.126 0.14 0.53 -0.11 -0.108
N -1.999 0.573 -0.934 0.30 -0.45 0.42 0.025
H 2.705 -0.308 0.593 -0.07 0.02 0.12 0.091
H 0.965 -0.345 -0.897 -0.01 -0.13 0.20 0.126
H 1.048 -1.899 -0.031 0.07 0.09 0.08 0.117
H -0.578 -0.460 1.750 0.01 -0.34 -0.02 0.120
H -1.690 2.417 -1.380 -0.26 -0.03 -0.17 0.079
```
Forces are in eV/Å.

***

Record 7
Entry from OMol25: an isolated molecule of C3H5NO2 (wB97M-V/def2-TZVPD).

Calculated values
E_tot = -322.3792 Ha
Net charge = 0
LUMO level (spin up / spin down) = 0.54 / 0.54 eV
Energy relative to the best compared isomer or geometry (same formula, charge and spin) = 512.2 kJ/mol
HOMO energy (spin up / spin down) = -0.3095 / -0.3095 Ha
Largest force on an atom = 0.0165 hartree/bohr

Geometry as XYZ:
```
11
Properties=species:S:1:pos:R:3:forces:R:3:lowdin_charge:R:1
N 1.419 0.020 0.990 -0.22 0.09 0.02 0.217
C 0.403 0.618 0.360 -0.09 -0.15 -0.05 -0.398
O -0.016 1.770 0.645 0.17 -0.39 0.06 -0.005
C -0.256 -0.048 -0.774 0.24 -0.54 -0.14 -0.135
C -0.951 -1.174 -0.672 -0.03 0.03 -0.03 0.026
O -1.224 1.924 -0.156 -0.07 0.83 0.15 -0.216
H 1.603 -0.936 0.727 0.09 0.17 0.04 0.121
H 1.891 0.415 1.789 -0.20 0.06 -0.12 0.130
H -0.053 0.440 -1.723 -0.10 -0.07 0.07 0.128
H -1.352 -1.645 -1.562 -0.03 0.04 0.12 0.060
H -1.258 -1.572 0.291 0.24 -0.08 -0.12 0.071
```
Forces are in eV/Å.

***

Record 8
Entry from OMol25: an isolated molecule of C3H5NO2 (wB97M-V/def2-TZVPD).

Calculated values
E_tot = -322.4355 Ha
Net charge = 0
LUMO level = 0.97 eV
Energy relative to the best compared isomer or geometry (same formula, charge and spin) = 364.5 kJ/mol
HOMO energy = -0.3617 Ha
Largest force on an atom = 0.0776 hartree/bohr

Geometry as XYZ:
```
11
Properties=species:S:1:pos:R:3:forces:R:3:lowdin_charge:R:1
C -1.668 0.124 -1.104 -0.03 -0.11 -0.21 -0.118
N -1.212 0.674 0.156 0.54 -0.30 0.09 0.020
C -0.118 0.343 0.661 -0.26 0.07 0.01 -0.177
O 0.760 -0.627 0.085 0.94 -0.44 -0.01 0.011
C 2.019 -0.615 0.617 0.76 2.04 2.04 -0.271
O 2.341 0.243 1.439 -1.45 1.85 0.75 0.003
H -1.840 0.951 -1.799 0.02 -0.12 0.10 0.081
H -2.633 -0.364 -0.938 0.14 0.07 -0.02 0.081
H -0.975 -0.592 -1.556 -0.10 0.08 0.02 0.072
H 0.239 0.761 1.596 -0.04 -0.15 -0.19 0.125
H 3.086 -0.898 0.843 -0.52 -2.99 -2.60 0.175
```
Forces are in eV/Å.